This record from the OMol25 dataset describes 2 unconnected molecules or ions with the total composition C2H4O3P. The level of theory is wB97M-V/def2-TZVPD.

As for the max |F|: 2.3 eV/A. The value obtained for the HOMO-LUMO gap is 6.0495 eV. As for the molecular weight: 107.02 g mol⁻¹. The spin multiplicity is 1. The HOMO energy is -2.813 eV. Its total energy is -645.68151 Ha. As for the charge: -1. The value obtained for the energy above the lowest of the compared OMol25 structures with the same formula, charge and spin is 322.72 kJ/mol.

Each line ends with the Löwdin charge.
Atoms and positions in Å:
C  0.953  -0.017  0.082  -0.6654
C  2.311  -0.068  0.316  -0.0598
O  0.480  0.672  -1.078  -0.0405
O  -0.010  -0.547  0.750  -0.2207
O  -3.268  0.730  -0.368  -0.6383
P  -2.840  -0.257  0.656  0.7523
H  2.675  -0.575  1.214  0.0154
H  2.793  0.691  -0.218  -0.0180
H  -0.466  0.662  -1.133  0.0329
H  -2.626  -1.292  -0.221  -0.1579


This record from the OMol25 dataset describes a molecular structure, C2H4O3Pm. The level of theory is wB97M-V/def2-TZVPD.

As for the max |F|: 4.5 eV/A. The value obtained for the HOMO-LUMO gap (spin up / spin down) is 7.6338 / 7.9662 eV. As for the molecular weight: 221.05 g mol⁻¹. The spin multiplicity is 5. The HOMO energy (spin up / spin down) is -13.257 / -13.304 eV. Its total energy is -912.39782 Ha. As for the charge: +1. The value obtained for the energy above the lowest of the compared OMol25 structures with the same formula, charge and spin is 125.04 kJ/mol.

Each line ends with the Löwdin charge.
Atoms and positions in Å:
C  0.447  -0.604  -1.605  -0.0237
O  0.665  -1.673  -0.930  -0.3061
H  1.313  -0.104  -2.074  0.1192
H  -0.476  -0.522  -2.207  0.1272
O  0.491  0.645  0.238  -0.3700
C  -0.611  0.908  1.097  -0.4794
O  -0.730  -0.104  2.039  -0.3894
Pm  0.863  -1.419  1.377  2.0684
H  -1.532  0.984  0.477  0.1266
H  -0.429  1.888  1.587  0.1271


This record from the OMol25 dataset describes a single C2H4O3S molecule. The level of theory is wB97M-V/def2-TZVPD.

As for the max |F|: 4.0 eV/A. The value obtained for the HOMO-LUMO gap is 11.0869 eV. As for the molecular weight: 108.12 g mol⁻¹. The spin multiplicity is 1. The HOMO energy is -10.513 eV. Its total energy is -702.44807 Ha. The value obtained for the energy above the lowest of the compared OMol25 structures with the same formula, charge and spin is 119.38 kJ/mol.

Each line ends with the Löwdin charge.
Atoms and positions in Å:
C  -0.207  0.765  -0.863  -0.4973
C  -0.001  -0.044  0.321  -0.0176
O  2.353  2.534  -1.778  -0.3549
O  0.301  2.240  -0.646  -0.2834
O  0.507  0.578  -1.964  -0.2141
S  1.015  2.218  -2.085  0.9653
H  -1.260  0.781  -0.942  0.1308
H  -0.646  -0.878  0.229  0.0828
H  -0.265  0.451  1.210  0.0865
H  0.980  -0.475  0.481  0.1019


This record from the OMol25 dataset describes a molecular structure, C2H4O3Sc. The level of theory is wB97M-V/def2-TZVPD.

As for the max |F|: 3.5 eV/A. The value obtained for the HOMO-LUMO gap (spin up / spin down) is 5.8357 / 9.4852 eV. As for the molecular weight: 121.01 g mol⁻¹. The spin multiplicity is 2. The HOMO energy (spin up / spin down) is -6.014 / -9.557 eV. Its total energy is -1065.03002 Ha.

Each line ends with the Löwdin charge.
Atoms and positions in Å:
O  -1.370  0.838  -0.133  -0.0749
C  -0.207  1.246  -0.006  -0.1853
C  0.820  0.400  0.651  -0.3621
O  0.236  -0.603  1.369  -0.3563
Sc  -1.516  -1.306  0.559  1.0384
H  0.102  2.213  -0.447  0.1394
H  1.394  1.095  1.310  0.1284
H  1.540  -0.015  -0.250  0.1884
O  -0.506  -2.165  -1.106  -0.4537
H  -0.493  -1.705  -1.948  -0.0623


This record from the OMol25 dataset describes 2 unconnected molecules or ions with the total composition C2H4O4. The level of theory is wB97M-V/def2-TZVPD.

As for the max |F|: 2.8 eV/A. The value obtained for the HOMO-LUMO gap (spin up / spin down) is 13.4285 / 3.0986 eV. As for the molecular weight: 92.05 g mol⁻¹. The spin multiplicity is 2. The HOMO energy (spin up / spin down) is -17.925 / -14.569 eV. Its total energy is -379.13996 Ha. As for the charge: +1. The value obtained for the energy above the lowest of the compared OMol25 structures with the same formula, charge and spin is 144.17 kJ/mol.

Each line ends with the Löwdin charge.
Atoms and positions in Å:
O  0.824  1.730  2.204  0.3083
C  1.085  0.837  1.469  -0.2435
O  2.242  0.712  0.776  0.1399
H  0.369  0.106  0.994  0.1702
H  2.542  1.558  0.396  0.1603
O  -2.571  -1.501  -1.461  0.2615
C  -1.585  -1.178  -0.847  -0.2691
O  -0.792  -0.227  -1.339  0.1346
H  -1.308  -1.646  0.112  0.1754
H  -0.806  -0.390  -2.303  0.1624


This record from the OMol25 dataset describes 2 unconnected molecules or ions with the total composition C2H4O4Si. The level of theory is wB97M-V/def2-TZVPD.

As for the max |F|: 3.7 eV/A. The value obtained for the HOMO-LUMO gap is 9.7311 eV. As for the molecular weight: 120.14 g mol⁻¹. The spin multiplicity is 1. The HOMO energy is -9.601 eV. Its total energy is -669.12267 Ha. The value obtained for the energy above the lowest of the compared OMol25 structures with the same formula, charge and spin is 115.21 kJ/mol.

Each line ends with the Löwdin charge.
Atoms and positions in Å:
C  1.140  -1.980  1.287  0.0390
C  1.102  -1.409  0.142  -0.2891
O  0.532  1.452  0.694  -0.2707
O  -0.753  1.972  -1.727  -0.0374
O  -2.153  0.988  0.046  -0.0441
O  0.880  -0.775  -0.793  0.1233
Si  -0.618  1.358  -0.306  0.2310
H  0.853  -2.989  1.309  0.0500
H  1.675  -1.774  2.211  0.0856
H  0.073  2.056  -2.204  0.0853
H  -2.731  1.101  -0.661  0.0271


This record from the OMol25 dataset describes 2 unconnected molecules or ions with the total composition C2H4OS. The level of theory is wB97M-V/def2-TZVPD.

As for the max |F|: 3.9 eV/A. The value obtained for the HOMO-LUMO gap (spin up / spin down) is 8.5685 / 8.3378 eV. As for the molecular weight: 76.12 g mol⁻¹. The spin multiplicity is 1. The HOMO energy (spin up / spin down) is -9.187 / -8.907 eV. Its total energy is -551.81369 Ha. The value obtained for the energy above the lowest of the compared OMol25 structures with the same formula, charge and spin is 564.46 kJ/mol.

Each line ends with the Löwdin charge.
Atoms and positions in Å:
C  0.486  0.173  0.107  -0.7675
C  -0.863  -0.293  -0.142  -0.1173
O  1.312  0.500  -0.874  -0.4000
S  1.958  -0.803  0.044  0.8537
H  0.912  1.684  1.513  0.1611
H  -1.243  0.316  -0.907  0.0625
H  -1.669  -0.262  0.719  0.1345
H  -0.894  -1.315  -0.460  0.0729


This record from the OMol25 dataset describes a single C2H4OS molecule. The level of theory is wB97M-V/def2-TZVPD.

As for the max |F|: 4.0 eV/A. The value obtained for the HOMO-LUMO gap is 10.1628 eV. As for the molecular weight: 76.12 g mol⁻¹. The spin multiplicity is 1. The HOMO energy is -9.354 eV. Its total energy is -551.95203 Ha. The value obtained for the energy above the lowest of the compared OMol25 structures with the same formula, charge and spin is 201.26 kJ/mol.

Each line ends with the Löwdin charge.
Atoms and positions in Å:
C  1.004  -0.419  -0.328  -0.1718
C  -0.174  0.288  0.202  -0.6541
O  0.713  0.941  -0.619  -0.0803
S  -1.818  -0.301  -0.471  0.6975
H  1.810  -0.348  0.445  0.1137
H  1.138  -1.298  -0.984  0.1226
H  -0.279  0.731  1.178  0.0966
H  -2.394  0.405  0.577  -0.1240


This record from the OMol25 dataset describes 2 unconnected molecules or ions with the total composition C2H4OS2. The level of theory is wB97M-V/def2-TZVPD.

As for the max |F|: 6.7 eV/A. The value obtained for the HOMO-LUMO gap (spin up / spin down) is 8.5143 / 6.2793 eV. As for the molecular weight: 108.19 g mol⁻¹. The spin multiplicity is 1. The HOMO energy (spin up / spin down) is -8.861 / -7.769 eV. Its total energy is -949.97062 Ha. The value obtained for the energy above the lowest of the compared OMol25 structures with the same formula, charge and spin is 625.06 kJ/mol.

Each line ends with the Löwdin charge.
Atoms and positions in Å:
C  0.899  0.572  -0.196  -0.0831
C  0.537  0.255  -1.385  0.0757
O  -0.079  -1.757  1.022  -1.2339
S  -1.337  -1.330  2.200  0.7066
S  -0.376  -2.717  -0.196  0.5870
H  1.120  1.467  0.124  -0.0042
H  0.610  -0.317  0.584  0.0544
H  0.512  0.082  -2.426  0.0219
H  -2.468  -1.193  1.437  -0.1246


This record from the OMol25 dataset describes 2 unconnected molecules or ions with the total composition C2H4OS2. The level of theory is wB97M-V/def2-TZVPD.

As for the max |F|: 7.4 eV/A. The value obtained for the HOMO-LUMO gap (spin up / spin down) is 6.7061 / 8.6473 eV. As for the molecular weight: 108.19 g mol⁻¹. The spin multiplicity is 1. The HOMO energy (spin up / spin down) is -8.008 / -8.355 eV. Its total energy is -950.09643 Ha. The value obtained for the energy above the lowest of the compared OMol25 structures with the same formula, charge and spin is 294.73 kJ/mol.

Each line ends with the Löwdin charge.
Atoms and positions in Å:
C  2.121  -1.881  -2.540  -0.0996
C  -0.218  0.254  0.597  -0.3881
O  3.288  -1.726  -2.560  0.0264
S  0.252  0.744  -2.450  0.0972
S  0.560  1.380  -0.665  0.2666
H  1.465  -2.686  -2.192  0.0533
H  -0.099  -0.777  0.191  0.0374
H  -1.173  0.413  0.549  -0.0506
H  0.489  0.296  1.464  0.0575


Please write out number 5 again, unchanged.
This record from the OMol25 dataset describes 2 unconnected molecules or ions with the total composition C2H4O4. The level of theory is wB97M-V/def2-TZVPD.

As for the max |F|: 2.8 eV/A. The value obtained for the HOMO-LUMO gap (spin up / spin down) is 13.4285 / 3.0986 eV. As for the molecular weight: 92.05 g mol⁻¹. The spin multiplicity is 2. The HOMO energy (spin up / spin down) is -17.925 / -14.569 eV. Its total energy is -379.13996 Ha. As for the charge: +1. The value obtained for the energy above the lowest of the compared OMol25 structures with the same formula, charge and spin is 144.17 kJ/mol.

Each line ends with the Löwdin charge.
Atoms and positions in Å:
O  0.824  1.730  2.204  0.3083
C  1.085  0.837  1.469  -0.2435
O  2.242  0.712  0.776  0.1399
H  0.369  0.106  0.994  0.1702
H  2.542  1.558  0.396  0.1603
O  -2.571  -1.501  -1.461  0.2615
C  -1.585  -1.178  -0.847  -0.2691
O  -0.792  -0.227  -1.339  0.1346
H  -1.308  -1.646  0.112  0.1754
H  -0.806  -0.390  -2.303  0.1624